# 1
127
Properties=species:S:1:pos:R:3:mulliken_charge:R:1 method="wB97M-V/def2-TZVPD" charge=+1 spin_multiplicity=1 largest_force_ha_per_bohr=0.0648 mol_weight_da=900.5 e_tot_ha=-4888.52916 homo_ev=-10.160 e_lumo_ev=-3.69
Sr 1.67 -1.67 -3.28 1.65
As 0.22 -0.29 0.25 2.18
F 0.32 -1.06 -1.35 -0.57
F 1.13 -1.59 1.03 -0.61
F -1.19 -1.19 0.73 -0.47
F -0.79 0.88 -0.54 -0.29
F 1.68 0.57 -0.14 -0.40
F 0.13 0.58 1.80 -0.59
O 3.55 -1.44 -1.64 0.55
O -3.10 -0.45 -5.24 -0.40
O -2.17 5.00 0.38 -0.37
O -5.93 2.46 2.27 -0.40
O -0.21 -2.79 4.97 -0.46
O 2.51 -3.94 -2.57 -0.06
O 5.78 0.60 4.12 -0.42
N 3.15 0.56 -3.65 -0.50
N 3.12 2.01 1.93 -0.53
N -3.90 7.05 1.60 -0.78
N -0.51 -0.44 -4.29 -0.23
N -4.34 0.77 -0.56 -0.62
N -0.55 -5.51 5.16 -0.85
N -0.07 -3.66 -3.18 -0.41
C -4.86 0.79 0.81 0.82
C 3.36 2.44 4.30 -1.30
C -0.85 -5.12 -1.34 -1.79
C 4.54 -0.44 -1.89 -0.55
C 1.58 -4.65 -1.72 -0.86
C 0.16 -4.08 -1.81 1.00
C -4.75 2.11 1.57 -0.27
C -3.34 5.49 -0.24 -0.94
C 6.94 1.37 4.04 -0.70
C -4.37 -0.44 1.60 -1.60
C -4.08 -0.14 -6.22 -0.87
C -2.62 0.76 -4.66 -0.95
C 4.80 0.65 3.10 -0.27
C 3.70 -2.05 -0.35 -0.73
C 4.11 2.03 3.00 0.31
C 3.83 -4.45 -2.60 -1.05
C -1.29 4.38 -0.51 -0.36
C -0.82 1.85 -3.45 -1.08
C 0.84 -4.94 5.01 0.77
C -1.46 0.47 -3.67 0.57
C -0.30 -1.49 4.35 -0.43
C 4.46 0.01 -3.34 0.16
C 1.80 -5.92 4.43 -1.43
C -4.35 5.90 0.82 0.88
C -7.07 2.68 1.47 -0.44
C -5.72 6.22 0.16 -1.72
C 0.67 -3.65 4.25 -0.62
C 5.59 0.98 -3.77 -1.58
H -2.42 1.57 -5.38 0.45
H 3.21 3.51 4.16 0.33
H -5.92 5.47 -0.61 0.33
H -1.87 -4.73 -1.35 0.47
H -5.60 7.17 -0.37 0.46
H -6.88 3.53 0.80 0.07
H -0.63 -5.82 6.12 0.28
H -3.76 4.73 -0.91 0.26
H -0.34 -0.72 5.12 0.29
H 3.85 -5.46 -3.00 0.39
H -3.30 -0.42 1.78 0.16
H 4.45 -3.88 -3.30 0.28
H -4.63 0.81 -6.19 0.35
H -4.16 -0.21 -0.80 0.36
H 7.57 1.10 3.18 0.27
H 3.29 1.53 -3.37 0.25
H -1.15 -1.05 -4.82 0.13
H 1.63 -6.17 3.38 0.24
H 2.81 -5.50 4.33 0.35
H -1.34 -1.48 4.01 0.20
H 5.35 0.40 2.18 0.36
H 3.57 -1.29 0.41 -0.02
H 0.22 -3.86 3.27 0.23
H -4.51 2.94 0.89 -0.07
H 6.47 0.41 -4.08 0.41
H 4.40 -4.42 -1.67 0.33
H 5.49 -0.97 -1.80 0.38
H -6.50 6.21 0.91 0.38
H -0.47 3.82 -0.07 0.27
H 0.00 -3.21 -1.17 -0.55
H 7.46 1.31 5.00 0.28
H 4.07 -0.09 3.41 0.06
H -7.92 2.90 2.11 0.28
H -0.84 -6.03 -1.95 0.43
H -3.43 1.21 -4.08 0.55
H -3.83 2.09 2.16 0.44
H -3.37 1.11 -0.54 0.07
H 5.38 1.62 -4.63 0.42
H 1.20 -4.66 6.01 0.28
H -0.09 -0.02 -5.13 0.26
H -1.16 -4.70 5.13 0.31
H 3.46 1.55 1.10 0.13
H -1.06 -3.79 -3.39 0.31
H 1.86 -4.65 -0.67 0.51
H 1.55 -5.66 -2.14 0.49
H 2.95 0.67 -4.64 0.26
H 4.85 2.77 2.68 0.40
H -1.47 2.40 -2.77 -0.13
H 4.68 -2.51 -0.22 0.48
H -4.48 7.24 2.41 0.27
H -4.65 -1.28 0.96 0.45
H -1.71 0.00 -2.72 -0.05
H 2.96 -2.84 -0.32 -0.09
H 0.28 -4.37 -3.83 0.19
H 0.42 -1.39 3.55 0.09
H 3.94 2.31 5.21 0.34
H -5.92 0.53 0.72 -0.03
H 1.98 -6.90 4.88 0.36
H 4.50 0.33 -1.12 0.25
H -4.53 5.09 1.54 0.31
H -4.91 -0.56 2.54 0.41
H 2.37 2.00 4.32 0.33
H -3.11 6.31 -0.94 0.56
H 6.71 2.44 3.96 0.29
H -7.27 1.82 0.83 0.26
H -0.52 2.30 -4.39 0.58
H 0.10 1.66 -2.88 0.14
H 2.30 1.54 2.29 0.06
H 4.54 -0.87 -4.00 0.11
H 1.61 -3.14 4.01 0.35
H -2.99 6.84 1.99 0.25
H 5.83 1.66 -2.95 0.40
H -1.85 3.79 -1.24 -0.13
H -0.72 5.12 -1.10 0.38
H -4.76 -0.96 -6.41 0.26
H -3.52 -0.02 -7.16 0.35
H -0.71 -5.37 -0.29 0.41


# 2
119
Properties=species:S:1:pos:R:3:mulliken_charge:R:1 method="wB97M-V/def2-TZVPD" charge=0 spin_multiplicity=1 largest_force_ha_per_bohr=0.0593 mol_weight_da=624.0 e_tot_ha=-2022.72938 smiles=COC[C@H](C)N.COC[C@H](C)N.COC[C@H](C)N.COC[C@H](C)N.COC[C@H](C)N.COC[C@H](C)N.COC[C@H](C)N homo_ev=-8.990 e_lumo_ev=0.60
O 1.15 0.33 -0.58 -0.10
O 0.68 -2.14 3.84 -0.17
O -1.21 4.28 -1.98 -0.11
O -3.17 0.07 -1.57 -0.44
O 3.24 1.60 -9.14 -0.42
O 5.24 2.90 3.72 -0.33
O -2.66 -6.73 1.17 -0.40
N -0.41 -1.64 1.24 -0.05
N 1.97 1.22 2.80 -0.48
N -2.06 -3.26 4.10 -0.21
N -1.96 6.06 1.18 -0.72
N -3.92 3.36 -3.10 -0.86
N -0.96 -6.50 4.40 -0.80
N 4.20 1.60 -6.51 -0.72
C 2.52 2.27 -8.13 -0.62
C 2.73 0.29 -9.44 -0.76
C -3.35 -6.56 4.10 -1.19
C -1.36 -2.50 5.14 0.43
C 2.04 -2.45 3.47 -0.63
C 0.91 1.28 -1.62 -0.67
C 5.68 3.49 4.96 -0.76
C -3.41 1.49 -1.61 0.17
C 2.34 2.71 -5.55 -1.21
C -1.77 -6.21 2.07 0.00
C -3.59 1.96 -3.07 0.56
C 0.46 -3.43 -0.13 -1.61
C 0.13 -2.74 5.06 -1.12
C 0.18 4.44 -2.29 -0.56
C -1.81 5.18 -1.05 -1.02
C -2.60 -6.09 -0.17 -0.67
C -1.99 -6.93 3.48 0.21
C 0.68 -1.00 -0.92 -1.10
C 0.62 -1.94 0.25 1.17
C -1.93 -2.96 6.48 -1.48
C 3.98 2.22 3.77 -0.96
C -3.24 -0.46 -0.25 -0.62
C 2.78 1.76 -6.67 0.32
C 3.37 1.60 2.52 0.77
C -2.37 1.77 -3.97 -1.22
C -1.44 4.97 0.42 0.54
C 3.30 2.57 1.34 -1.39
C -1.87 3.63 0.98 -0.88
H -1.24 -2.83 7.31 0.39
H -3.40 -6.89 5.14 0.37
H -3.29 -6.58 -0.86 0.30
H 0.82 4.31 -1.41 0.27
H -0.36 -3.56 -0.84 0.39
H 4.35 1.41 -7.49 0.31
H 1.34 0.92 -2.55 0.43
H 0.43 -3.79 5.14 0.47
H 3.96 1.40 4.49 0.39
H 2.60 -2.60 4.39 0.41
H -4.29 -0.53 0.03 0.47
H 3.22 2.92 4.12 0.32
H -1.78 3.60 2.06 0.45
H -1.18 -5.51 4.43 0.30
H -1.55 -1.42 5.14 0.39
H 1.36 1.99 3.03 0.29
H -2.60 1.97 -1.07 -0.69
H -2.94 -1.51 -0.28 0.09
H -2.90 3.42 0.69 0.41
H 2.98 3.58 -5.50 0.34
H -0.15 1.43 -1.84 0.13
H -1.61 6.19 -1.40 0.51
H -0.35 4.93 0.40 0.12
H -2.15 0.72 -4.20 0.45
H -1.42 2.03 -3.52 0.04
H -2.23 6.79 0.53 0.32
H -2.93 -5.06 -0.02 0.24
H 4.30 2.98 1.21 0.49
H 2.33 2.08 -4.65 0.28
H -2.03 -4.05 6.47 0.25
H -1.98 -8.02 3.42 0.42
H 0.38 5.44 -2.66 0.39
H -2.44 2.20 -4.97 0.41
H 1.44 2.22 -8.31 0.36
H -0.03 -2.05 2.08 0.03
H -3.12 3.75 -2.62 0.19
H -2.56 0.03 0.44 0.18
H -2.98 -2.90 3.92 0.29
H -1.64 -3.03 3.21 -0.22
H -2.89 5.83 1.50 0.30
H 5.97 2.75 5.70 0.29
H -3.37 -5.47 4.12 0.22
H 6.58 4.07 4.75 0.27
H 1.43 -3.81 -0.47 0.44
H 1.40 -1.35 -1.66 0.43
H 4.63 2.51 -6.48 0.27
H 1.37 2.26 -1.48 0.05
H 2.60 3.39 1.54 0.31
H -4.48 1.42 -3.39 0.35
H -4.32 1.72 -1.06 0.65
H -3.92 3.84 -3.99 0.28
H -2.88 4.96 -1.03 0.33
H 0.60 -2.22 5.90 0.43
H -4.21 -6.87 3.51 0.34
H 2.45 0.72 -6.59 0.23
H -1.63 -6.19 -0.66 0.27
H 3.48 -0.24 -10.03 0.30
H 3.92 0.70 2.25 0.23
H 1.89 0.26 -10.14 0.34
H 5.03 4.31 5.27 0.33
H -1.82 -5.13 2.16 -0.27
H 1.80 -3.37 2.94 0.36
H -1.24 -6.93 5.27 0.29
H 1.55 0.91 1.94 -0.02
H 0.13 -4.01 0.73 0.20
H 0.51 3.77 -3.08 -0.05
H 2.55 -0.42 -8.64 0.29
H 2.67 3.35 -8.20 0.38
H 1.28 2.93 -5.64 0.29
H -0.77 -6.39 1.67 0.41
H 1.62 -1.77 0.64 -0.09
H 2.49 -1.70 2.82 -0.18
H -2.95 -2.63 6.66 0.38
H -1.25 2.89 0.48 -0.19
H -0.31 -1.04 -1.38 0.37
H 2.97 2.11 0.41 0.24
H -0.36 -0.65 1.44 0.09


# 3
119
Properties=species:S:1:pos:R:3:mulliken_charge:R:1 method="wB97M-V/def2-TZVPD" charge=0 spin_multiplicity=1 largest_force_ha_per_bohr=0.0802 mol_weight_da=624.0 e_tot_ha=-2022.64959 smiles=COC[C@H](C)N.COC[C@H](C)N.COC[C@H](C)N.COC[C@H](C)N.COC[C@H](C)N.COC[C@H](C)N.COC[C@H](C)N homo_ev=-8.491 e_lumo_ev=0.70
O -2.50 2.46 5.39 -0.29
O -2.10 -3.56 -2.27 -0.27
O 5.37 -1.82 -6.52 -0.33
O -5.32 1.44 0.16 -0.47
O 0.60 -4.10 3.67 -0.44
O 0.56 -0.10 0.29 -0.30
O -1.27 5.87 2.81 -0.19
N -1.15 -5.77 -5.13 -0.72
N 6.07 -4.83 -4.30 -0.73
N 1.24 -2.01 -1.42 -0.45
N -2.47 2.27 -1.87 -0.26
N 2.34 -1.31 1.86 -0.48
N -3.13 4.69 7.08 -0.74
N -0.62 4.45 -0.39 -0.41
C 3.87 -4.35 -5.21 -1.06
C -2.37 -2.26 -2.67 -0.62
C 1.51 -1.33 4.16 -1.42
C 5.42 -4.06 -5.28 0.14
C -0.41 4.62 1.04 0.96
C -0.10 -3.67 -4.48 -0.94
C 1.98 -2.22 2.94 0.40
C -1.10 5.98 1.45 -0.96
C -0.80 -4.93 -4.07 0.74
C -1.11 4.12 8.48 -1.39
C -2.35 1.17 4.91 -0.81
C -4.74 1.39 -1.16 -0.40
C -1.95 3.96 7.17 0.59
C 0.91 -3.22 2.64 -0.55
C 1.19 0.39 -0.93 -0.88
C -4.38 3.77 -2.07 -1.67
C -1.86 7.04 3.37 -0.81
C 5.91 -2.59 -5.41 -0.62
C 1.07 4.37 1.25 -1.24
C 5.42 -2.48 -7.77 -0.70
C 1.72 -4.94 4.06 -0.80
C -0.06 0.86 1.15 -0.71
C 2.00 -0.78 -1.59 0.53
C -4.55 0.89 1.23 -0.50
C -3.77 2.62 -1.31 0.62
C -2.17 -4.56 -3.36 -0.97
C 2.45 -0.72 -3.05 -1.34
C -2.09 2.47 6.77 -0.89
H -1.54 -1.95 -3.30 0.23
H -0.76 5.12 8.70 0.34
H -3.10 1.07 4.14 0.14
H -3.80 4.27 7.71 0.30
H 0.47 -1.01 4.12 0.21
H 7.00 -2.54 -5.33 0.41
H 0.03 4.77 -1.09 0.15
H 5.01 -1.76 -8.47 0.23
H -3.55 1.29 1.36 0.04
H 1.64 4.85 0.46 0.43
H -0.23 3.48 8.42 0.36
H -2.05 6.12 0.93 0.41
H -0.66 -3.02 -5.14 0.46
H -2.10 -1.60 -1.84 0.20
H 5.40 -2.09 -4.59 0.29
H 2.90 -0.70 -0.98 0.22
H 3.53 -5.39 -5.23 0.33
H -0.77 1.47 0.59 0.33
H -1.67 3.64 9.28 0.34
H 3.44 -3.98 -4.28 0.27
H 0.68 1.39 1.74 0.23
H 2.91 -1.66 1.09 0.35
H -2.80 0.45 5.60 0.44
H 1.31 4.88 2.18 0.35
H -0.58 -5.87 -5.95 0.21
H 2.89 -2.72 3.26 0.56
H -5.05 1.13 2.17 0.30
H -0.64 0.35 1.92 0.21
H -5.47 1.30 -1.96 0.38
H 3.56 -3.75 -6.07 0.24
H -3.35 -1.94 -3.02 0.31
H -1.17 1.90 6.91 0.43
H 1.29 3.30 1.20 0.05
H 1.51 -1.98 5.03 0.40
H 2.38 -4.52 4.83 0.28
H 1.70 1.33 -0.68 0.47
H 3.23 -1.48 -3.02 0.22
H -1.19 -6.69 -4.72 0.26
H -1.10 7.82 3.48 0.32
H 1.08 -2.16 -0.44 0.27
H 1.65 -0.98 -3.75 0.27
H -2.90 1.92 7.27 0.34
H -3.69 4.59 -2.29 0.39
H 6.57 -5.46 -4.92 0.34
H -0.99 3.80 1.45 -0.04
H -3.73 2.91 -0.26 -0.02
H 0.45 0.77 -1.64 0.30
H 1.50 -0.90 1.49 -0.07
H -1.42 4.32 6.29 0.18
H 2.14 -0.48 4.38 0.41
H 0.79 -3.70 -5.11 0.28
H 2.37 -5.21 3.22 0.33
H 1.22 -3.74 1.73 0.51
H 0.21 -3.21 -3.54 -0.05
H -2.16 6.83 4.40 0.18
H -1.77 3.00 -1.78 0.12
H -1.37 0.81 4.58 0.33
H 1.41 -5.87 4.53 0.29
H 6.78 -4.21 -3.95 0.28
H -0.18 -5.52 -3.39 0.19
H -0.39 6.72 1.08 0.31
H 5.67 -4.62 -6.18 0.33
H -4.75 3.43 -3.04 0.41
H 0.29 -1.95 -1.75 -0.01
H 6.47 -2.71 -7.92 0.31
H -4.15 0.47 -1.17 0.06
H -2.83 -4.25 -4.17 0.42
H -1.55 4.75 -0.62 0.15
H -2.56 -5.49 -2.95 0.28
H -4.59 -0.20 1.21 0.37
H 4.85 -3.42 -7.79 0.28
H 2.98 0.21 -3.20 0.42
H -3.48 4.19 6.27 0.36
H -5.18 4.21 -1.48 0.40
H -2.46 2.15 -2.87 0.28
H -2.79 7.22 2.83 0.36
H -0.02 -2.70 2.41 0.17


# 4
123
Properties=species:S:1:pos:R:3:mulliken_charge:R:1 method="wB97M-V/def2-TZVPD" charge=0 spin_multiplicity=1 largest_force_ha_per_bohr=0.2626 mol_weight_da=682.9 e_tot_ha=-2351.33560 smiles=COCCNCCOC.COCCNCCOC.OCCO.OCCO.OCCO.CCO.CCO.CCO.CCO.CCO homo_ev=-8.645 e_lumo_ev=0.46
O 4.80 4.14 -1.69 -0.41
O -2.52 2.76 4.61 -0.57
O -0.90 0.14 -1.37 3.25
O -1.19 -0.87 1.55 0.02
O -3.30 -4.55 1.66 -0.71
O -4.31 -2.72 -0.06 -0.55
O -0.87 3.45 0.02 -0.43
O -0.56 -2.48 -2.27 -0.50
O -0.82 -6.07 -0.46 -0.54
O -1.56 -2.97 3.16 -0.49
O -4.29 -2.56 5.43 -0.59
O 0.74 1.55 -3.44 -0.42
O 4.96 2.49 3.83 -0.44
O 1.33 -1.47 0.77 -0.02
O -2.32 0.21 -5.57 -0.61
N 3.47 1.24 -0.39 -0.33
N 2.26 3.07 1.59 -0.08
C -2.05 -0.74 0.49 0.59
C 6.32 2.03 3.76 -0.71
C -2.69 0.76 -4.34 0.38
C 0.83 3.08 1.64 -0.43
C 0.67 -3.02 -1.95 1.57
C 2.00 -0.14 -4.27 -1.13
C -2.74 2.83 3.18 0.26
C -3.24 1.53 2.77 -0.91
C 3.47 2.18 -1.45 0.37
C 4.37 3.33 -0.92 -1.00
C 2.42 -0.58 0.83 -0.96
C 5.56 5.20 -1.17 -0.77
C -1.79 0.46 -0.32 -0.81
C -3.70 -2.56 4.17 -0.38
C 0.69 0.43 -4.27 0.19
C 0.34 3.42 0.22 0.05
C 0.93 -4.20 -2.70 -1.59
C -2.26 -2.61 4.35 -0.43
C 1.24 -2.37 1.89 -0.67
C -2.68 2.18 -4.27 -1.09
C -4.08 -2.21 -2.37 -0.95
C 4.22 2.21 2.63 0.20
C -2.74 -5.57 0.85 -0.69
C -1.33 3.85 -1.28 -0.55
C 2.81 2.71 2.85 -0.77
C 2.42 0.19 -0.50 0.54
C -1.40 -5.13 0.46 0.54
C -4.01 -3.23 -1.34 0.32
H -4.59 -4.14 -1.66 0.33
H 0.85 4.34 -0.19 0.38
H 5.16 2.99 -0.29 0.29
H -0.93 4.76 -1.64 0.48
H 6.70 2.06 2.73 0.25
H -1.54 1.32 0.35 -0.84
H -4.17 -1.69 5.83 0.36
H 2.66 0.51 -4.86 0.49
H -1.72 -2.32 2.53 0.33
H 2.65 -0.45 -1.35 0.60
H -0.01 -0.36 -3.85 -0.24
H -3.13 -0.74 0.81 0.74
H -1.05 3.12 -2.04 -0.12
H -1.36 -4.10 0.01 -0.57
H 4.05 1.80 -2.31 0.59
H 1.15 -3.99 -3.77 0.34
H -1.80 3.38 4.87 0.32
H -3.49 2.45 -4.96 0.44
H 2.11 -3.02 2.03 0.34
H 3.78 3.83 -0.16 0.53
H 2.50 2.62 -1.77 -0.42
H 0.37 0.87 -5.21 0.49
H -2.73 0.68 -0.82 0.54
H -2.43 3.99 -1.29 0.30
H -1.81 3.00 2.62 -0.16
H 2.58 2.38 0.91 -0.42
H -4.18 -3.43 0.58 0.49
H -0.62 -5.09 1.29 0.36
H 6.40 0.96 3.91 0.29
H -1.70 2.64 -4.53 0.16
H 5.84 5.93 -1.98 0.28
H -2.05 -1.72 -0.02 -0.97
H 1.29 2.14 -3.91 0.30
H 2.26 0.02 1.71 0.32
H 1.42 -2.31 -2.19 -0.18
H -3.93 -1.68 3.57 0.22
H -0.41 -6.80 -0.02 0.33
H -2.06 -3.35 5.14 0.30
H 0.51 -3.11 1.84 -0.15
H -1.91 -1.65 4.72 0.44
H -0.66 -1.65 -1.77 -0.51
H -3.59 0.31 -4.08 0.55
H 1.49 0.64 -0.65 -0.80
H -0.70 0.93 -1.88 -1.12
H -4.15 1.31 3.25 0.57
H 6.53 4.97 -0.80 0.33
H 0.63 -3.06 -0.90 -0.63
H -2.64 -4.14 2.21 0.27
H -3.46 3.60 2.95 0.28
H 3.40 -1.07 1.08 0.34
H 4.68 2.66 1.78 0.06
H 2.44 -0.36 -3.34 0.14
H -2.34 -0.76 -5.49 0.36
H 4.13 1.11 2.35 0.08
H -2.96 2.53 -3.26 0.11
H -4.96 -1.58 -2.40 0.41
H -4.09 -2.80 -3.30 0.36
H 0.70 2.70 -0.52 -0.34
H 2.92 3.65 3.46 0.44
H 0.44 2.10 1.99 0.23
H -2.53 0.73 2.99 0.03
H -3.41 1.50 1.70 0.24
H -3.40 -5.87 -0.01 0.32
H -2.00 0.45 -3.50 -0.17
H -2.98 -3.59 -1.26 -0.27
H 0.97 -1.80 2.80 0.36
H 5.03 5.84 -0.40 0.30
H -0.31 -0.87 1.22 -0.25
H 6.97 2.52 4.49 0.29
H 0.41 3.82 2.30 0.59
H 4.43 0.97 -0.28 0.42
H -0.01 -4.71 -2.61 0.29
H -4.00 -3.42 3.65 0.26
H -2.75 -6.45 1.45 0.43
H 2.19 2.00 3.41 0.23
H -3.24 -1.53 -2.44 -0.14
H 1.97 -1.12 -4.82 0.32
H 1.72 -4.85 -2.27 0.33


Which relative energy (zero: lowest compared OMol25 entry of this formula, charge and spin) belongs to each record? In order, 43.09 372.94 582.43 150.43 kJ/mol.